A 40-piece molecular cluster, H80O40 overall at a distorted geometry. Source: the OMol25 dataset; level of theory: ωB97M-V/def2-TZVPD.

Bonds (Å) are listed after each position.
Element x y z (Å)
1 O -0.5387 5.3451 0.7461  H67 1.031, H108 0.893
2 H 4.3724 2.2774 -3.1202  O9 1.040
3 H 5.6200 2.9949 0.1477  O5 0.944
4 H 0.5460 -4.6792 -5.0468  O41 0.960
5 O 5.0028 2.3130 0.3603  H3 0.944, H49 0.974
6 H 2.3366 2.7990 2.3541  O92 0.954
7 H 2.5772 -1.1855 3.0209  O14 1.000
8 H -2.9899 4.1232 -2.1169  O62 1.005
9 O 4.9163 1.6640 -2.4806  H2 1.040, H87 0.959
10 O -1.0656 6.2218 -1.6790  H74 0.909, H102 0.977
11 H -1.8019 1.6996 -4.9265  O120 0.994
12 H 0.0485 1.2737 2.6158  O42 0.903
13 H 0.1198 -3.0520 0.0276  O23 1.002
14 O 3.2650 -1.1690 3.7464  H7 1.000, H103 0.850
15 H -4.3574 4.1357 -1.6748  O62 1.068
16 H 2.5979 -4.5497 1.5353  O113 1.038
17 H -0.7787 2.2418 0.6430  O86 0.951
18 H -0.4231 -5.6945 -0.6933  O76 0.956
19 H -3.2521 1.2026 -0.5390  O20 0.983
20 O -3.3199 2.1171 -0.8927  H19 0.983, H50 0.855
21 H 0.3957 -4.9702 -1.6103  O76 0.907
22 H 1.9745 -2.1451 1.9295  O26 1.060
23 O 0.3510 -2.0823 0.1336  H13 1.002, H44 0.967
24 O 3.3490 -0.0627 0.8441  H68 0.962, H107 0.965
25 O 1.2752 0.6260 -5.9424  H45 1.053, H111 0.843
26 O 1.2720 -2.5061 2.6367  H22 1.060, H98 0.982
27 O -0.9528 -2.8883 3.6878  H71 0.991, H109 1.015
28 H 3.2173 -3.1869 1.0099  O113 1.006
29 H -3.5524 -0.0221 0.1760  O118 1.015
30 H 1.3907 -3.9553 -3.1648  O104 1.040
31 H -0.0804 -1.5166 6.2899  O79 0.952
32 H -2.3456 2.8247 3.6539  O114 0.818
33 H 5.5831 -0.5726 -2.9798  O117 1.006
34 H -0.2435 -0.1950 -1.1148  O84 0.905
35 O -2.7201 -3.1501 -0.7986  H55 0.972, H116 1.072
36 O 1.2509 3.3156 -5.1425  H69 0.897, H112 0.998
37 H -5.7604 -0.9481 3.4085  O70 0.935
38 H 3.7456 -0.9288 -3.5520  O57 0.876
39 O -0.9165 -2.0610 -2.5257  H46 1.029, H63 1.020
40 O 4.3459 1.7666 3.5421  H59 0.985, H61 0.961
41 O 1.0751 -3.9574 -4.7000  H4 0.960, H97 0.876
42 O -0.2447 0.4870 2.2827  H12 0.903, H119 1.004
43 H -2.9703 0.9057 -4.4649  O120 0.945
44 H -0.5877 -1.8494 0.1227  O23 0.967
45 H 1.2199 1.6006 -5.5466  O25 1.053
46 H -0.6920 -2.4342 -1.5929  O39 1.029
47 H -0.8605 2.6808 -2.0760  O110 1.023
48 H -6.5224 1.3022 0.1464  O101 1.018
49 H 5.1861 1.6862 -0.3621  O5 0.974
50 H -4.0569 1.8777 -1.2539  O20 0.855
51 H 5.9927 -0.3323 -1.5451  O117 0.956
52 O -0.3430 0.9225 4.8091  H93 0.931, H100 0.985
53 H -2.3797 2.1608 0.5130  O86 0.937
54 H -3.2857 1.4963 2.6235  O72 0.890
55 H -1.9591 -3.6031 -1.2002  O35 0.972
56 H -5.0136 4.3238 1.5780  O88 1.040
57 O 3.9833 -0.3357 -4.1506  H38 0.876, H96 0.869
58 H -4.9037 -0.9140 2.3967  O70 1.038
59 H 3.5215 1.5108 3.0676  O40 0.985
60 H -2.3262 0.1960 2.4848  O72 1.007
61 H 4.9001 1.1701 4.0526  O40 0.961
62 O -3.8581 4.0080 -2.6099  H8 1.005, H15 1.068
63 H -0.3989 -2.7954 -3.0082  O39 1.020
64 O 2.2152 -3.5543 4.8012  H77 0.936, H78 0.978
65 H -5.6313 0.6450 1.5052  O101 1.095
66 H 3.8957 -2.8663 -0.7344  O85 0.928
67 H -0.9725 4.4749 0.4020  O1 1.031
68 H 3.7722 0.1510 1.6814  O24 0.962
69 H 0.7527 3.5080 -5.8635  O36 0.897
70 O -5.4833 -0.2150 2.8995  H37 0.935, H58 1.038
71 H -1.0853 -3.3302 4.5646  O27 0.991
72 O -3.0694 0.7810 2.1406  H54 0.890, H60 1.007
73 H -6.4295 0.1916 -2.6972  O94 1.001
74 H -1.9138 5.8942 -1.6908  O10 0.909
75 H -2.1353 1.8769 4.8351  O114 0.965
76 O -0.4859 -5.1072 -1.4456  H18 0.956, H21 0.907
77 H 1.4425 -3.4957 4.2759  O64 0.936
78 H 2.8820 -3.6020 4.0867  O64 0.978
79 O 0.1802 -0.8846 6.9520  H31 0.952, H115 0.989
80 O 0.7281 -5.7088 0.9060  H90 0.932, H99 0.973
81 H 2.4632 1.3732 1.5869  O92 1.085
82 H -4.7959 3.1514 0.7740  O88 0.977
83 H 0.9978 -0.3925 -1.8253  O84 1.017
84 O 0.3460 0.3380 -1.5484  H34 0.905, H83 1.017
85 O 3.5415 -2.0209 -0.8815  H66 0.928, H106 0.986
86 O -1.6156 2.6932 0.6119  H17 0.951, H53 0.937
87 H 4.3762 1.0309 -2.0037  O9 0.959
88 O -5.2942 3.9811 0.6369  H56 1.040, H82 0.977
89 H 1.9182 -3.1823 -2.2998  O104 0.868
90 H 0.3856 -6.5236 1.2020  O80 0.932
91 H 0.1085 3.9709 -2.2842  O110 1.004
92 O 1.8556 1.9823 2.2483  H6 0.954, H81 1.085
93 H -0.1847 0.3675 4.0779  O52 0.931
94 O -5.4642 0.1054 -2.9461  H73 1.001, H95 0.997
95 H -5.2536 0.4956 -3.8395  O94 0.997
96 H 3.3499 -0.2217 -4.7346  O57 0.869
97 H 0.7811 -3.4006 -5.3085  O41 0.876
98 H 0.5836 -2.6651 1.9545  O26 0.982
99 H 0.4107 -5.0583 1.5558  O80 0.973
100 H 0.2967 1.6629 4.9191  O52 0.985
101 O -5.6133 0.9679 0.4595  H48 1.018, H65 1.095
102 H -0.8564 6.2546 -0.7256  O10 0.977
103 H 3.4009 -1.8906 4.1744  O14 0.850
104 O 1.3450 -3.8130 -2.1356  H30 1.040, H89 0.868
105 H -2.5662 -0.6999 -0.9610  O118 0.990
106 H 4.3862 -1.5153 -0.8339  O85 0.986
107 H 3.4171 -1.0217 0.7662  O24 0.965
108 H -1.2109 5.9309 0.7876  O1 0.893
109 H -0.1883 -2.2215 3.6426  O27 1.015
110 O -0.1073 3.0625 -2.6534  H47 1.023, H91 1.004
111 H 2.0013 0.3858 -5.5868  O25 0.843
112 H 0.5533 3.6608 -4.5183  O36 0.998
113 O 3.3757 -3.8859 1.7152  H16 1.038, H28 1.006
114 O -2.6921 2.4486 4.2927  H32 0.818, H75 0.965
115 H -0.0393 -0.0451 6.4782  O79 0.989
116 H -2.7158 -2.5248 -1.6698  O35 1.072
117 O 5.9453 -1.0518 -2.1724  H33 1.006, H51 0.956
118 O -2.6339 -0.4073 -0.0176  H29 1.015, H105 0.990
119 H -0.4048 0.6906 1.3125  O42 1.004
120 O -2.7957 1.7014 -4.9443  H11 0.994, H43 0.945

Its calculated total energy is -3057.1027 a.u. As for the spin multiplicity: 1. The calculation puts the gap between HOMO and LUMO at 9.920 eV. Its energy relative to the best compared isomer or geometry (same formula, charge and spin) is 1718.8 kJ/mol.

Atomic partial charges in e from the Löwdin method, atoms 1 to 5: -0.04, 0.13, 0.03, 0.10, -0.05